# 1
{"formula": "C3H6N4S", "method": "ωB97M-V with the def2-TZVPD basis set", "symbols": ["C", "N", "N", "N", "N", "C", "C", "S", "H", "H", "H", "H", "H", "H"], "coordinates": [[-0.993, 1.599, 0.555], [-0.510, 0.997, -0.685], [0.190, -0.138, -0.518], [1.544, 0.023, -0.330], [2.027, -1.144, 0.058], [1.065, -1.976, 0.267], [-0.215, -1.354, -0.134], [-1.881, -1.814, -0.186], [-1.669, 0.922, 1.126], [-0.099, 1.943, 1.125], [-1.552, 2.537, 0.276], [-1.338, 0.738, -1.195], [2.107, 0.620, -0.962], [1.324, -2.953, 0.603]], "orbital_gap_ev": 8.444, "total_charge": 0, "mol_weight_da": 130.2, "smiles": "CNn1[nH]ncc1=S", "multiplicity": 1, "e_tot_ev": -20001.214, "de_lowest_ev": 3.1218, "homo_energy_ha": -0.2983, "e_lumo_ev": 0.3}



# 2
{"formula": "C3H6N5", "method": "ωB97M-V with the def2-TZVPD basis set", "symbols": ["N", "C", "N", "N", "C", "N", "N", "C", "H", "H", "H", "H", "H", "H"], "coordinates": [[-1.594, 1.348, 1.758], [-1.177, 0.508, 0.863], [0.090, 0.562, 0.313], [0.590, -0.336, -0.609], [1.992, -0.571, -0.797], [2.153, -1.436, -1.691], [0.932, -1.914, -2.088], [0.049, -1.181, -1.508], [-2.588, 1.509, 2.020], [-1.049, 2.094, 2.341], [-1.881, -0.192, 0.448], [0.860, 1.072, 0.773], [2.640, 0.008, -0.216], [-1.016, -1.469, -1.608]], "orbital_gap_ev": 8.900, "total_charge": 1, "mol_weight_da": 112.1, "smiles": "N/C=[NH+]/n1cnnc1", "multiplicity": 1, "e_tot_ev": -10649.009, "de_lowest_ev": 3.2772, "homo_energy_ha": -0.5088, "e_lumo_ev": -4.9}



# 3
{"formula": "C3H6N5O2S2", "method": "ωB97M-V with the def2-TZVPD basis set", "symbols": ["C", "C", "C", "N", "N", "N", "N", "N", "O", "O", "S", "S", "H", "H", "H", "H", "H", "H"], "coordinates": [[-0.314, -1.977, -1.047], [0.906, -0.178, -1.164], [-0.697, 2.162, 2.441], [2.329, 1.035, 0.149], [0.434, -1.122, -0.383], [1.989, 0.417, -0.857], [0.380, -0.184, -2.382], [-0.787, -3.061, -0.473], [-0.993, 1.362, -0.084], [1.427, 1.325, 1.011], [-0.685, -1.415, -2.702], [-0.384, 0.891, 1.134], [0.239, 2.509, 2.667], [-1.532, 2.844, 2.045], [-1.199, 1.921, 3.392], [0.396, 0.623, -3.129], [-0.527, -3.268, 0.444], [-0.982, -3.885, -1.059]], "orbital_gap_ev": 8.826, "total_charge": 1, "mol_weight_da": 208.2, "multiplicity": 1, "e_tot_ev": -36412.614, "homo_energy_ha": -0.4980, "e_lumo_ev": -4.7}



# 4
{"formula": "C3H6N5O4", "method": "ωB97M-V with the def2-TZVPD basis set", "symbols": ["C", "C", "C", "N", "N", "N", "N", "N", "O", "O", "O", "O", "H", "H", "H", "H", "H", "H"], "coordinates": [[-1.299, 0.086, -0.015], [0.804, -0.664, 0.714], [0.860, 0.753, -0.657], [-0.590, -0.689, 0.886], [-0.538, 0.749, -0.876], [-2.621, 0.063, 0.026], [1.201, -1.937, 0.009], [1.392, 1.911, 0.117], [2.274, -1.861, -0.479], [0.396, -2.828, -0.024], [2.520, 1.788, 0.560], [0.675, 2.868, 0.107], [1.641, -0.501, 1.348], [1.602, 0.357, -1.352], [-0.970, -1.641, 0.906], [-1.093, 1.425, -1.379], [-3.095, -0.553, 0.695], [-3.160, 0.671, -0.587]], "orbital_gap_ev": [7.025, 5.604], "total_charge": 1, "mol_weight_da": 176.1, "multiplicity": 3, "e_tot_ev": -18830.385, "homo_energy_ha": [-0.4070, -0.5498], "s_squared": 2.012, "e_lumo_ev": [-4.1, -9.4]}



# 5
{"formula": "C3H6NO", "method": "ωB97M-V with the def2-TZVPD basis set", "symbols": ["C", "C", "C", "N", "O", "H", "H", "H", "H", "H", "H"], "coordinates": [[1.802, -1.162, 0.166], [-1.388, 0.075, 0.320], [-0.224, -0.301, -0.582], [-0.265, 1.006, -0.110], [2.196, -0.844, 1.193], [2.168, -1.913, -0.613], [-2.319, 0.578, -0.012], [-1.395, -0.162, 1.404], [-0.451, -0.389, -1.600], [-0.488, 1.804, -0.782], [0.365, 1.307, 0.615]], "orbital_gap_ev": 9.738, "total_charge": 1, "mol_weight_da": 72.1, "multiplicity": 1, "e_tot_ev": -6734.630, "de_lowest_ev": 3.3470, "homo_energy_ha": -0.5262, "e_lumo_ev": -4.6}



# 6
{"formula": "C3H6NO", "method": "ωB97M-V with the def2-TZVPD basis set", "symbols": ["C", "C", "C", "N", "O", "H", "H", "H", "H", "H", "H"], "coordinates": [[0.298, -0.495, -1.148], [-0.864, 0.077, 0.909], [0.494, 0.700, -0.399], [0.317, -0.544, 0.368], [-0.615, 1.260, 0.156], [-0.675, -0.708, -1.689], [0.933, -1.047, -1.733], [-1.882, -0.435, 0.760], [-0.753, 0.412, 2.093], [1.770, 1.880, -0.229], [0.976, -1.100, 0.913]], "orbital_gap_ev": [8.170, 9.172], "total_charge": 1, "mol_weight_da": 72.1, "multiplicity": 3, "e_tot_ev": -6728.760, "de_lowest_ev": 4.9368, "homo_energy_ha": [-0.4364, -0.6347], "s_squared": 2.004, "e_lumo_ev": [-3.7, -8.1]}



# 7
{"formula": "C3H6NO", "method": "ωB97M-V with the def2-TZVPD basis set", "symbols": ["C", "C", "C", "N", "O", "H", "H", "H", "H", "H", "H"], "coordinates": [[-0.650, -1.137, 0.483], [1.924, -0.535, -0.188], [0.259, -0.218, 0.152], [0.008, 1.245, 0.115], [2.850, 0.170, -0.495], [-0.256, -2.132, 0.494], [-1.625, -0.844, 0.689], [1.908, -1.570, -0.336], [0.221, 1.458, 1.081], [-0.996, 1.302, -0.052], [0.585, 1.876, -0.472]], "orbital_gap_ev": [7.411, 8.075], "total_charge": 1, "mol_weight_da": 72.1, "multiplicity": 3, "e_tot_ev": -6732.986, "de_lowest_ev": 0.7103, "homo_energy_ha": [-0.4198, -0.5839], "s_squared": 2.018, "e_lumo_ev": [-4.0, -7.8]}



# 8
{"formula": "C3H6NO2", "method": "ωB97M-V with the def2-TZVPD basis set", "symbols": ["C", "C", "N", "H", "H", "H", "H", "H", "O", "C", "O", "H"], "coordinates": [[-0.204, 1.947, 1.441], [-0.185, 0.943, 0.575], [-1.265, 0.058, 0.260], [-1.060, 2.182, 2.060], [0.679, 2.575, 1.460], [0.719, 0.692, 0.017], [-1.221, -0.679, 0.956], [-1.047, -0.356, -0.661], [-0.059, -1.135, -1.906], [0.923, -1.839, -1.537], [2.095, -1.488, -1.352], [0.625, -2.900, -1.313]], "orbital_gap_ev": 8.642, "total_charge": -1, "mol_weight_da": 88.1, "multiplicity": 1, "e_tot_ev": -8794.138, "de_lowest_ev": 1.0792, "homo_energy_ha": -0.1660, "e_lumo_ev": 4.1}